(1)
11
Properties=species:S:1:pos:R:3 method="wB97M-V/def2-TZVPD" energy_ha=-393.5905 gap_ev=10.24 fmax_ha_per_bohr=0.1062 smiles="O=C1Cc2[nH]nnc21"
O 2.6314 -1.1775 -0.0215
C 1.5160 -0.6681 -0.0188
C 1.0000 0.9072 -0.0051
C -0.3294 0.2684 -0.1872
N -1.6186 0.3114 -0.0879
N -2.1050 -0.9407 0.0210
N -1.0930 -1.8552 -0.0362
C 0.0371 -1.0383 -0.0851
H 1.2171 1.5719 0.9575
H 1.1376 1.6204 -0.8882
H -2.3931 1.0005 0.3515

=====

(2)
45
Properties=species:S:1:pos:R:3 method="wB97M-V/def2-TZVPD" energy_ha=-1178.2192 gap_ev=9.44 fmax_ha_per_bohr=0.0436 smiles=Cc1ccc([Si](O)(c2ccc(C)cc2)c2ccc(C)cc2)cc1
C -4.9798 0.9742 -2.9968
C -3.6262 1.0445 -2.3521
C -3.0444 2.2592 -1.9802
C -1.8332 2.2518 -1.3066
C -1.1558 1.1005 -1.0224
Si 0.5054 1.0649 -0.1890
O 1.3525 2.5430 -0.5486
C 0.3772 0.8124 1.6147
C -0.7500 0.2456 2.1532
C -0.8334 -0.0200 3.5147
C 0.2218 0.3302 4.3495
C 0.1800 0.1174 5.8526
C 1.3246 0.9784 3.8227
C 1.4055 1.1952 2.4441
C 1.4773 -0.3816 -0.8028
C 2.2335 -0.0904 -1.9384
C 3.0424 -1.0507 -2.4767
C 3.0158 -2.3406 -1.9285
C 4.0247 -3.2989 -2.3579
C 2.0987 -2.6845 -0.9388
C 1.3469 -1.7006 -0.3719
C -1.7243 -0.0912 -1.4160
C -2.9357 -0.1201 -2.0829
H -4.9342 0.8872 -4.0665
H -5.5432 1.8952 -2.7989
H -5.5768 0.1265 -2.6003
H -3.5691 3.1713 -2.1911
H -1.4492 3.1823 -0.8455
H 0.9461 3.3786 -0.2511
H -1.5901 0.0466 1.5132
H -1.7064 -0.5217 3.8967
H 0.2404 -0.9412 6.0895
H 1.0137 0.6255 6.3962
H -0.7071 0.4681 6.3252
H 2.0535 1.3465 4.4981
H 2.2458 1.6408 1.9461
H 2.2334 0.9015 -2.3531
H 3.5827 -0.8442 -3.3631
H 4.5933 -3.7164 -1.5111
H 4.7944 -2.8514 -3.0232
H 3.5993 -4.1542 -2.8731
H 1.9936 -3.7187 -0.6145
H 0.6220 -1.9730 0.3826
H -1.1777 -1.0148 -1.2585
H -3.3880 -1.0733 -2.3394

=====

(3)
10
Properties=species:S:1:pos:R:3 method="wB97M-V/def2-TZVPD" energy_ha=-339.1780 gap_ev=8.98 fmax_ha_per_bohr=0.2013 smiles="N#CC#C/C=C/C#N"
N 4.3357 -0.4503 -0.1945
C 3.2328 -0.1097 0.0036
C 1.8941 0.1306 0.1700
C 0.7086 0.5399 0.0498
C -0.8513 0.7599 -0.0141
C -1.6145 -0.3129 0.2434
C -3.0410 -0.1238 -0.0266
N -4.2784 -0.3760 -0.1875
H -1.2127 1.8381 -0.2307
H -1.1603 -1.3580 0.3482

=====

(4)
14
Properties=species:S:1:pos:R:3 method="wB97M-V/def2-TZVPD" energy_ha=-307.5278 gap_ev=10.12 fmax_ha_per_bohr=0.0089
C 1.7614 0.2957 -0.2028
C 0.8125 -0.7221 0.3832
O 0.2164 -0.2545 1.6154
C -0.6471 -0.7204 0.1426
C -1.2650 0.4507 -0.5377
O -2.6515 0.5508 -0.3049
H 1.3282 1.2984 -0.2104
H 2.0191 0.0143 -1.2294
H 2.6871 0.3274 0.3801
H 1.2794 -1.7046 0.4983
H -0.6951 -0.8979 1.5187
H -1.0470 0.3027 -1.6148
H -0.8267 1.4133 -0.2507
H -2.9717 -0.3537 -0.1875

=====

(5)
15
Properties=species:S:1:pos:R:3 method="wB97M-V/def2-TZVPD" energy_ha=-287.7385 gap_ev=10.64 fmax_ha_per_bohr=0.0801 smiles="CC(C)C(N)=O"
C 0.3998 1.1201 -1.0561
C 0.4276 0.0252 -0.0083
C 0.5029 0.4967 1.4299
C -1.1467 -0.7442 -0.1389
N -0.8040 -1.9903 -0.4792
O -2.1510 -0.1341 0.0626
H -0.5287 1.6790 -0.9296
H 0.4197 0.7044 -2.0717
H 1.2455 1.8078 -0.9565
H 1.3950 -0.5381 -0.1897
H 0.5935 -0.3468 2.1262
H 1.3521 1.1658 1.6004
H -0.4211 1.0319 1.6545
H 0.1992 -1.5305 -0.3991
H -1.4837 -2.7469 -0.6444

=====

(6)
12
Properties=species:S:1:pos:R:3 method="wB97M-V/def2-TZVPD" energy_ha=-914.5086 gap_ev=10.64 fmax_ha_per_bohr=0.0596 smiles="FC=C(F)F.C=CCl"
F 1.3220 -0.6082 1.9812
C 1.7176 0.4570 1.2628
C 2.1008 0.4067 0.0035
F 2.1638 -0.6768 -0.7178
F 2.4006 1.4791 -0.6950
H 1.7100 1.2240 1.9608
C -2.1836 0.1640 -1.0632
C -1.6292 -0.5848 -0.1221
Cl -2.1490 -2.2890 0.0280
H -3.1664 -0.1271 -1.5053
H -1.7501 1.1230 -1.3371
H -0.5366 -0.5677 0.2041

=====

Q: Which highest occupied orbital energy values were calculated for the entries above? A: -0.371 -0.320 -0.382 -0.339 -0.354 -0.362, in hartree.
Q: Which ΔE to the lowest compared entry with this formula, charge and spin values were calculated for the entries above? A: 80.9 0.0 29.5 115.9 58.9 50.6, in kcal per mole.